No. 1
Density functional theory data (ωB97M-V/def2-TZVPD) for 2 unconnected molecules or ions with the total composition C12H12 at a distorted geometry.

XYZ file:
```
24
Properties=species:S:1:pos:R:3:forces:R:3:lowdin_charge:R:1
C -2.703 1.346 0.039 0.22 -0.14 -0.27 -0.094
C -1.448 0.945 0.471 0.64 0.72 1.20 -0.113
C -1.178 -0.390 0.684 -0.03 0.08 0.98 -0.143
C -2.091 -1.333 0.246 1.57 -1.94 1.15 -0.125
C -3.324 -0.992 -0.173 -2.85 0.55 -1.43 -0.097
C -3.652 0.389 -0.249 0.02 -0.66 -0.07 -0.091
C 3.297 -0.960 0.094 5.74 0.41 1.06 -0.142
C 3.582 0.378 0.336 0.51 0.26 -1.77 -0.107
C 2.649 1.337 -0.071 0.84 1.29 2.77 -0.095
C 1.349 1.001 -0.474 -0.04 1.61 -1.42 -0.106
C 1.081 -0.324 -0.401 3.06 -1.37 -1.62 -0.153
C 2.086 -1.313 -0.258 -2.40 0.14 0.17 -0.088
H -2.925 2.396 -0.111 -0.02 -0.05 0.13 0.104
H -0.671 1.682 0.745 -0.73 -0.38 -0.15 0.106
H -0.250 -0.722 1.204 -1.13 0.41 -0.48 0.126
H -1.773 -2.390 0.333 -0.50 0.58 -0.10 0.120
H -4.080 -1.781 -0.511 1.17 1.27 0.62 0.128
H -4.619 0.764 -0.540 -0.31 -0.39 -0.18 0.093
H 4.300 -1.542 0.142 -2.40 -0.03 -0.11 0.138
H 4.679 0.564 0.420 -1.23 0.64 0.67 0.112
H 2.892 2.321 0.383 -0.19 0.00 -1.51 0.109
H 0.657 1.744 -1.075 1.35 -1.47 1.91 0.159
H 0.271 -0.791 -0.778 -2.74 -0.52 -1.34 0.058
H 1.873 -2.327 -0.457 -0.57 -0.99 -0.20 0.102
```
Positions in Å, forces in eV/Å.

The calculation puts the orbital gap at 9.65 eV. The energy relative to the best compared isomer or geometry (same formula, charge and spin) comes out at 293.3 kJ/mol. As for the total energy: -12635.88861 eV.

***

No. 2
Density functional theory data (ωB97M-V/def2-TZVPD) for C3H7N3OS in the gas phase at a distorted geometry.

XYZ file:
```
15
Properties=species:S:1:pos:R:3:forces:R:3:lowdin_charge:R:1
C 0.259 2.356 -0.507 -0.34 0.69 -0.94 -0.026
C -0.864 1.387 -0.395 2.83 -1.84 -2.47 -0.593
C 1.106 -1.017 0.835 0.02 -0.45 3.33 -0.527
H -0.182 3.381 -0.470 0.71 -0.86 -0.04 0.109
H 0.851 2.141 -1.404 -0.59 0.33 -0.34 0.080
H 1.016 2.185 0.197 0.81 0.05 1.70 0.051
H -1.380 -0.634 -0.490 1.91 1.65 -1.35 0.117
H 1.941 -0.513 1.434 -1.44 -0.71 -0.90 0.090
H -0.798 -3.390 0.984 -0.11 1.71 -0.08 0.104
H 0.040 -2.644 -0.264 -2.11 0.55 1.40 0.056
N -0.612 0.039 -0.925 -1.31 -1.80 2.03 -0.255
N 0.258 -1.785 1.489 1.62 1.00 -1.61 -0.095
N -0.613 -2.419 0.602 1.39 -2.83 -0.75 -0.108
O -1.975 1.698 -0.219 -2.91 0.56 1.17 0.116
S 0.952 -0.785 -0.865 -0.46 1.95 -1.14 0.880
```
Positions in Å, forces in eV/Å.

The calculation puts the orbital gap at 9.54 eV. The energy relative to the best compared isomer or geometry (same formula, charge and spin) comes out at 282.7 kJ/mol. As for the total energy: -20575.25381 eV.

***

No. 3
Density functional theory data (ωB97M-V/def2-TZVPD) for C4H5NO in the gas phase at a distorted geometry.

XYZ file:
```
11
Properties=species:S:1:pos:R:3:forces:R:3:lowdin_charge:R:1
C 0.016 -1.287 -0.736 -0.01 -4.13 -0.39 0.121
C -0.132 -2.825 0.354 0.11 3.49 -0.05 -0.089
C -0.069 0.011 -0.854 0.03 1.10 0.54 -0.499
C -0.078 1.272 -0.051 -0.17 -0.38 -0.08 -0.039
N -0.201 -3.993 0.296 -0.01 -0.50 -0.05 0.104
O -0.123 0.214 -2.243 0.02 0.45 -0.14 -0.028
H -0.161 1.081 1.012 0.04 -0.02 0.14 0.078
H 0.842 1.825 -0.253 0.01 0.02 0.08 0.083
H -0.917 1.884 -0.385 -0.02 0.04 0.08 0.083
H -0.219 -4.845 -0.225 0.02 0.02 -0.24 0.084
H 0.634 0.749 -2.518 -0.02 -0.09 0.11 0.102
```
Positions in Å, forces in eV/Å.

The calculation puts the orbital gap at 8.41 eV. The energy relative to the best compared isomer or geometry (same formula, charge and spin) comes out at 591.1 kJ/mol. As for the total energy: -7760.40021 eV.

***

No. 4
Density functional theory data (ωB97M-V/def2-TZVPD) for a gas-phase ion, C3H6N3S (charge +1) at a distorted geometry.

XYZ file:
```
13
Properties=species:S:1:pos:R:3:forces:R:3:lowdin_charge:R:1
C -1.247 0.665 -0.028 5.47 -4.76 -0.16 0.226
C 1.118 0.301 0.087 2.46 -0.50 -0.01 -0.919
C -0.121 -2.065 -0.047 -3.27 3.26 0.23 0.041
N -0.563 1.728 -0.035 -3.18 2.48 1.05 0.042
N 0.727 1.650 0.107 0.93 -3.25 0.91 0.092
N 0.095 -0.517 0.057 -6.99 2.18 -0.31 -0.018
S 2.640 -0.271 0.099 0.66 0.33 0.02 0.736
H -2.282 0.500 -0.060 -1.20 -0.08 0.15 0.132
H 0.626 -2.369 -0.709 1.22 -0.93 -0.71 0.050
H -1.182 -2.094 -0.567 2.28 -0.40 1.19 0.133
H -0.144 -2.450 0.986 0.25 -0.05 -0.77 0.104
H -1.012 2.595 0.315 0.19 -0.10 -0.88 0.231
H 1.345 2.328 -0.204 1.16 1.81 -0.72 0.152
```
Positions in Å, forces in eV/Å.

The calculation puts the orbital gap at 7.41 eV. Its net charge is +1. The energy relative to the best compared isomer or geometry (same formula, charge and spin) comes out at 354.6 kJ/mol. As for the total energy: -18503.08663 eV.

***

No. 5
Density functional theory data (ωB97M-V/def2-TZVPD) for C5H12S in the gas phase.

XYZ file:
```
18
Properties=species:S:1:pos:R:3:forces:R:3:lowdin_charge:R:1
C -2.186 -0.458 -1.544 -0.14 -0.17 -0.18 -0.122
C -0.872 0.284 -1.724 -0.34 0.70 -0.17 -0.278
C 0.272 -0.301 -0.891 0.04 -0.12 -0.58 -0.284
C 0.475 0.427 0.437 -0.08 -0.12 0.04 -0.515
S 2.207 0.382 0.987 -0.14 -0.22 0.08 0.801
C 2.024 0.050 2.761 0.66 0.49 0.10 -0.419
H -3.014 0.105 -1.981 -0.03 -0.03 0.21 0.070
H -2.162 -1.416 -2.061 0.08 -0.13 -0.03 0.070
H -2.392 -0.684 -0.496 -0.10 0.21 0.04 0.072
H -1.028 1.337 -1.465 0.05 -0.04 0.28 0.097
H -0.673 0.367 -2.797 0.36 -0.44 0.06 0.104
H 1.213 -0.291 -1.451 -0.10 0.15 0.02 0.091
H 0.039 -1.356 -0.742 0.22 -0.12 0.25 0.107
H 0.171 1.460 0.304 0.07 0.24 0.07 0.063
H -0.137 0.020 1.241 -0.03 -0.09 -0.09 0.071
H 2.665 0.757 3.282 0.00 0.14 0.06 0.019
H 2.388 -0.932 3.049 -0.35 -0.24 -0.17 0.026
H 1.012 0.249 3.091 -0.17 -0.21 0.01 0.028
```
Positions in Å, forces in eV/Å.

The calculation puts the orbital gap at 9.51 eV. The energy relative to the best compared isomer or geometry (same formula, charge and spin) comes out at 18.9 kJ/mol. As for the total energy: -16214.57997 eV.

***

No. 6
Density functional theory data (ωB97M-V/def2-TZVPD) for a molecular structure, C28H27N6PdSe2.

XYZ file:
```
64
Properties=species:S:1:pos:R:3:forces:R:3:lowdin_charge:R:1
Pd 0.347 0.903 1.336 -0.07 -0.07 0.20 0.782
C -0.773 -4.458 -0.113 -0.02 -0.02 -0.02 -0.065
C 0.295 -3.694 0.332 0.02 0.03 0.00 -0.063
C 0.116 -2.344 0.596 -0.10 -0.11 -0.04 -0.036
C -1.140 -1.780 0.405 0.07 0.09 0.03 -0.245
C -2.222 -2.536 -0.036 0.08 -0.12 -0.03 -0.021
C -2.026 -3.881 -0.294 -0.01 0.03 0.00 -0.064
N -1.247 -0.389 0.673 0.00 0.28 0.03 -0.028
N -2.336 0.170 0.452 0.05 -0.02 -0.02 0.124
C -2.301 1.551 0.697 0.02 -0.15 -0.01 -0.297
C -3.468 2.286 0.520 0.05 0.08 0.04 -0.012
C -3.447 3.652 0.752 -0.01 -0.06 -0.02 -0.064
C -2.263 4.264 1.138 0.00 0.03 0.01 -0.053
C -1.087 3.535 1.310 0.04 -0.05 0.01 -0.095
C -1.108 2.172 1.102 -0.23 0.27 -0.15 -0.250
H -0.635 -5.512 -0.314 0.01 -0.01 0.00 0.111
H 1.263 -4.151 0.486 0.01 0.00 0.00 0.111
H 0.934 -1.735 0.966 0.00 0.00 0.00 0.053
H -3.190 -2.075 -0.168 0.00 0.02 0.01 0.110
H -2.857 -4.486 -0.631 0.00 -0.01 -0.01 0.111
H -4.369 1.776 0.208 0.00 -0.02 0.00 0.120
H -4.345 4.238 0.623 -0.01 0.00 0.00 0.112
H -2.244 5.332 1.309 0.00 0.01 0.00 0.115
H -0.178 4.043 1.600 0.00 -0.01 0.00 0.072
Se 2.154 2.361 2.126 0.05 -0.01 0.02 0.757
Se 2.039 -0.253 3.555 0.10 -0.02 -0.01 0.750
C 0.472 0.378 4.392 0.06 -0.03 0.01 -0.741
C 0.287 0.365 5.771 -0.02 0.01 0.03 -0.088
C -0.910 0.828 6.284 0.01 -0.01 -0.01 -0.042
C -1.878 1.310 5.414 0.00 -0.01 0.02 -0.038
C -1.609 1.310 4.060 -0.04 0.01 0.00 -0.107
N -0.463 0.844 3.559 -0.04 -0.04 -0.03 -0.043
C 3.325 1.369 0.983 -0.05 0.03 0.02 -0.723
C 4.599 1.799 0.639 -0.02 -0.02 0.00 -0.083
C 5.352 0.987 -0.191 0.00 0.01 0.00 -0.048
C 4.808 -0.204 -0.654 -0.02 -0.01 0.00 -0.050
C 3.524 -0.538 -0.261 0.04 0.01 -0.01 -0.144
N 2.797 0.227 0.552 0.06 -0.07 -0.12 -0.079
H 1.074 0.000 6.414 0.01 -0.01 -0.01 0.107
H -1.082 0.823 7.353 -0.01 0.00 0.00 0.118
H -2.824 1.685 5.776 -0.01 0.01 -0.01 0.113
H -2.332 1.688 3.350 0.00 0.01 -0.02 0.107
H 4.982 2.739 1.010 -0.01 0.01 0.01 0.109
H 6.353 1.282 -0.477 0.01 0.00 0.00 0.116
H 5.369 -0.864 -1.300 0.01 0.00 0.00 0.108
H 3.057 -1.456 -0.601 0.00 0.00 0.01 0.104
N 0.675 1.326 -0.974 0.07 0.03 0.01 0.166
C 0.501 0.770 -1.978 -0.10 -0.06 0.18 -0.233
N 0.305 0.130 -3.094 0.03 0.02 -0.11 -0.075
C 1.348 -0.782 -3.603 0.03 -0.02 0.00 -0.131
C 0.894 -1.341 -4.941 0.04 0.01 0.00 -0.180
C -0.460 -2.035 -4.813 -0.01 -0.05 -0.01 -0.174
C -1.514 -1.148 -4.111 -0.05 0.01 0.01 -0.155
C -0.977 0.242 -3.807 -0.02 0.02 0.00 -0.131
H 1.491 -1.594 -2.883 0.00 0.00 -0.02 0.121
H 2.286 -0.232 -3.696 -0.01 -0.02 0.00 0.127
H 1.648 -2.042 -5.300 0.01 0.00 0.02 0.121
H 0.852 -0.534 -5.675 -0.02 0.00 0.00 0.119
H -0.329 -2.959 -4.245 0.01 0.00 0.00 0.110
H -0.808 -2.333 -5.802 0.00 0.02 -0.01 0.112
H -1.829 -1.608 -3.172 0.02 0.00 0.01 0.102
H -2.409 -1.047 -4.725 0.00 0.01 0.00 0.116
H -1.659 0.801 -3.167 -0.01 -0.01 -0.02 0.126
H -0.830 0.826 -4.719 -0.01 -0.02 0.00 0.128
```
Positions in Å, forces in eV/Å.

The calculation puts the orbital gap (alpha / beta) at 6.34 / 6.45 eV. The expectation value of S² is 2.015. Its net charge is +1. The energy relative to the best compared isomer or geometry (same formula, charge and spin) comes out at 0.0 kJ/mol. As for the total energy: -172579.22346 eV. Its spin multiplicity is 3.